1.
The following is a quantum chemistry calculation of a single C5H7NO molecule at a distorted geometry, from the OMol25 dataset.

Last column: Mulliken charge in e.
Atoms and positions in Å:
N 2.510384 -0.011881 -0.596787  -0.7727
C 1.500723 0.061856 0.167601  0.4869
O 0.838842 -1.079241 0.622908  -0.4437
C -0.046817 -0.663568 -0.471688  -0.0960
C -1.461275 -0.510095 0.109848  -0.6304
C -0.989472 0.846198 0.721685  -0.6449
C 0.282945 0.841551 -0.160469  -0.1141
H 2.851846 -0.975890 -0.555096  0.2692
H 0.557366 -0.946144 -1.379950  0.4510
H -1.768016 -1.282419 0.824850  0.2878
H -2.234824 -0.378602 -0.649846  0.2698
H -0.790253 0.810799 1.793098  0.2440
H -1.651090 1.690322 0.509104  0.3045
H 0.399635 1.597112 -0.935262  0.3886

Cartesian forces (eV/Å) of the 3 atoms listed first:
N 0.55 0.40 0.96
C 0.65 0.18 -0.38
O 0.17 -0.02 -0.07

Values from the calculation:
LUMO level ... 0.9 eV
Energy relative to the best compared isomer or geometry (same formula, charge and spin) ... 82.61 kcal/mol
Net charge ... 0
E_HOMO ... -0.363 Eh
Molar mass ... 97.117 u
Calculated total energy ... -8832.620 eV


2.
The following is a quantum chemistry calculation of a molecular structure, C7H28AlN14O7 at a distorted geometry, from the OMol25 dataset.

Last column: Mulliken charge in e.
Atoms and positions in Å:
Al 15.108296 -8.087621 15.835381  1.7139
C 11.595991 -6.063711 16.613300  0.5870
O 12.428122 -6.858653 16.184466  -0.3020
N 10.296706 -6.197183 16.260339  -0.3924
N 11.711534 -4.988744 17.421576  -0.4507
H 9.920011 -6.982552 15.758104  0.1705
H 9.728257 -5.365675 16.287586  0.1931
H 10.878298 -4.625027 17.849415  0.2198
H 12.656091 -4.958928 17.777284  0.1815
C 14.756115 -6.424773 19.623172  0.5683
O 14.739578 -6.911653 18.480201  -0.5204
N 15.457054 -5.371391 20.081713  -0.3402
N 13.950903 -6.823764 20.564205  -0.3757
H 15.058236 -4.791214 20.798072  0.2361
H 16.170174 -5.006398 19.469107  0.1550
H 13.174177 -7.459217 20.476557  0.2283
H 14.074168 -6.407630 21.471801  0.1728
C 12.002971 -10.303445 14.747967  0.7373
O 12.934852 -9.505798 14.622541  -0.4262
N 10.726067 -10.050848 14.437869  -0.3563
N 12.239640 -11.567108 15.092080  -0.4342
H 10.461337 -9.095415 14.275245  0.2078
H 10.100922 -10.837062 14.375564  0.1964
H 13.154542 -11.821045 15.423970  0.2138
H 11.441457 -12.171161 15.204453  0.1695
C 18.813051 -9.409770 15.972994  0.5984
O 17.706375 -9.383435 15.360256  -0.6090
N 19.386935 -8.263684 16.348996  -0.2492
N 19.465328 -10.488826 16.338935  -0.3524
H 20.365710 -8.205399 16.576691  0.2368
H 18.793524 -7.484371 16.100016  0.1175
H 19.118213 -11.400488 16.082538  0.2752
H 20.274994 -10.415315 16.932827  0.1796
C 17.842045 -5.697848 17.798949  0.3944
O 17.286801 -6.606066 17.187219  -0.5026
N 18.853686 -5.846632 18.640186  -0.3597
N 17.465940 -4.431524 17.646015  -0.4061
H 19.359184 -5.118421 19.116115  0.1909
H 19.198230 -6.790489 18.729874  0.2382
H 16.533064 -4.287298 17.293384  0.2370
H 18.052172 -3.644543 17.870551  0.1790
C 17.873742 -6.441540 13.492094  0.5946
O 17.004678 -6.379474 14.378998  -0.3861
N 18.610448 -7.509557 13.169497  -0.2787
N 18.280764 -5.358502 12.819249  -0.4202
H 19.327423 -7.473552 12.464612  0.1857
H 18.644891 -8.286035 13.810973  0.1264
H 19.005260 -5.406070 12.122578  0.1645
H 17.925066 -4.444128 13.049443  0.2394
C 13.192531 -6.725375 12.616923  0.6955
O 13.786897 -6.669203 13.706746  -0.4372
N 13.741970 -6.864988 11.434193  -0.3643
N 11.868424 -6.823288 12.588254  -0.3684
H 14.721880 -6.667528 11.303149  0.2119
H 13.180969 -7.004041 10.610005  0.1878
H 11.295645 -6.969740 11.774721  0.2068
H 11.515038 -6.838442 13.533673  0.1213

Cartesian forces (eV/Å) of the 3 atoms listed first:
Al 0.03 1.91 -0.87
C -2.35 0.56 0.17
O 1.66 -0.74 -0.03

Values from the calculation:
LUMO level ... -13.7 eV
Energy relative to the best compared isomer or geometry (same formula, charge and spin) ... 36.46 kcal/mol
Net charge ... +3
E_HOMO ... -0.646 Eh
Molar mass ... 447.374 u
Calculated total energy ... -49481.363 eV


3.
The following is a quantum chemistry calculation of a molecular structure, C27H44N6OPdS2 at a distorted geometry, from the OMol25 dataset.

Last column: Mulliken charge in e.
Atoms and positions in Å:
Pd -0.116625 0.036254 0.398787  0.9030
C 6.050393 0.145828 3.670558  -1.5521
C 5.297485 1.449735 3.364611  1.8277
C 6.226344 2.400105 2.612069  -2.1232
C 4.859928 2.115907 4.678665  -1.5309
C 4.052830 1.117167 2.556606  0.4366
C 3.803788 1.617655 1.285711  -0.8782
C 2.631009 1.302809 0.629395  -0.4746
N 1.691814 0.506341 1.155445  0.1101
C 1.935429 -0.028549 2.378677  0.3624
C 3.083701 0.262442 3.080514  -0.4141
C 0.917779 -0.981971 2.840318  -1.1338
C 0.923777 -1.573784 4.088594  0.4784
C -0.057189 -2.494327 4.443623  0.4587
C -1.013447 -2.780559 3.470292  -0.5839
C -0.981115 -2.152328 2.246399  -0.9935
N -0.031367 -1.258870 1.928073  -0.5107
C -0.120641 -3.144998 5.816988  1.9565
C 1.093939 -2.794829 6.674881  -2.0760
C -0.193234 -4.669846 5.649187  -1.6210
C -1.391931 -2.640593 6.518808  -1.5481
H 6.959538 0.375718 4.226309  0.4604
H 6.338405 -0.371844 2.753924  0.3729
H 5.458200 -0.538488 4.280006  0.3310
H 7.093627 2.617982 3.234428  0.4289
H 5.742717 3.352186 2.384977  0.4278
H 6.595652 1.962022 1.682480  0.4088
H 5.742697 2.363348 5.268406  0.4467
H 4.232615 1.459684 5.284039  0.3305
H 4.309072 3.039308 4.492308  0.3887
H 4.509580 2.267100 0.790065  0.5631
H 2.428645 1.712999 -0.343893  0.3446
H 3.239220 -0.195129 4.046055  0.4767
H 1.697698 -1.310182 4.791779  0.5649
H -1.801889 -3.495964 3.657623  0.4593
H -1.712262 -2.361734 1.481982  0.5114
H 2.029124 -3.121832 6.214242  0.4505
H 1.010729 -3.302258 7.635310  0.4258
H 1.156601 -1.724343 6.882308  0.4242
H 0.648379 -5.049030 5.066935  0.3804
H -1.116951 -4.987565 5.164810  0.3526
H -0.162164 -5.141523 6.631296  0.4667
H -1.357718 -1.560546 6.672743  0.3783
H -1.482091 -3.118556 7.494654  0.4413
H -2.290703 -2.877717 5.947594  0.3627
C 2.135407 -0.281624 -4.960487  -1.2812
C 1.518216 0.771528 -4.121145  0.9263
N 1.279194 1.992341 -4.472886  -0.7703
N 0.709828 2.561500 -3.365516  0.3041
C 0.586811 1.729873 -2.339032  0.3128
S -0.052739 2.108450 -0.795435  -0.4350
N 1.113915 0.570165 -2.808092  0.4105
N 1.154253 -0.601584 -2.066284  -0.6745
H 2.338480 0.134577 -5.943496  0.3638
H 1.468605 -1.137122 -5.075800  0.3313
H 3.073022 -0.627675 -4.523983  0.3164
H 0.433275 3.530899 -3.389504  0.2015
H 0.760960 -1.360297 -2.611065  0.2541
H 2.105714 -0.837652 -1.806672  0.2717
C -4.585054 -2.773903 -0.342406  -0.9649
C -4.991720 -1.555642 -1.162484  -0.3352
C -3.869067 -0.962718 -2.010375  -1.0866
S -2.565173 -0.029502 -1.220225  0.5691
O -1.854014 -0.990235 -0.188976  -0.6209
C -3.545621 1.158765 -0.267380  -1.0501
C -3.771207 0.787523 1.202792  -0.0537
C -2.842051 1.503484 2.171552  -1.2007
H -5.436742 -3.144649 0.225930  0.3751
H -3.785167 -2.543041 0.361095  -0.0020
H -4.241345 -3.583398 -0.988151  0.3882
H -5.435284 -0.792007 -0.519973  0.1894
H -5.778285 -1.840977 -1.863992  0.4397
H -4.246357 -0.245828 -2.745979  0.5042
H -3.338344 -1.748509 -2.555381  0.4949
H -4.489704 1.217703 -0.808924  0.5630
H -3.038785 2.116951 -0.384728  0.5345
H -3.697458 -0.294118 1.327776  0.1170
H -4.802192 1.052234 1.443710  0.4170
H -1.790708 1.263437 1.994558  0.0717
H -3.073627 1.224350 3.199255  0.4077
H -2.950251 2.586203 2.090764  0.4196

Cartesian forces (eV/Å) of the 3 atoms listed first:
Pd 0.80 -0.33 0.20
C 0.02 -0.02 -0.01
C -0.04 -0.01 -0.03

Values from the calculation:
LUMO level ... -5.7 eV
Energy relative to the best compared isomer or geometry (same formula, charge and spin) ... 5.57 kcal/mol
Net charge ... +2
E_HOMO ... -0.524 Eh
Molar mass ... 639.244 u
Calculated total energy ... -64839.513 eV


4.
The following is a quantum chemistry calculation of 2 unconnected molecules or ions with the total composition C6H14N2O2 at a distorted geometry, from the OMol25 dataset.

Last column: Mulliken charge in e.
Atoms and positions in Å:
C 0.849615 0.002738 2.614398  -1.0671
C -1.860938 2.302088 1.175175  -0.8112
C -0.477300 0.503600 2.079890  0.7773
O -1.347454 -0.295260 1.783441  -0.6281
N -0.591683 1.836774 1.786941  -0.2481
H 1.355432 0.809859 3.185897  0.3408
H 0.155486 2.512607 1.776410  0.2174
H -2.090607 3.292254 1.542692  0.3170
H 0.822598 -0.831643 3.335425  0.3081
H 1.524780 -0.353888 1.852195  0.2552
H -1.710130 2.342986 0.089167  0.2434
H -2.603548 1.517543 1.336969  0.3068
C 0.643361 0.614803 -2.539521  -0.9076
C 0.143014 -2.905896 -1.331080  -1.0173
C 1.098777 -1.768228 -1.722659  0.6370
O 2.282046 -1.859915 -1.947446  -0.5969
N 0.390331 -0.575934 -1.811919  -0.1166
H -0.259514 -0.577110 -1.039074  0.1458
H -0.176588 0.833376 -3.262935  0.3009
H 0.679978 -3.847847 -1.339331  0.3202
H 0.569839 1.521409 -1.943758  0.2721
H 1.526533 0.667191 -3.171837  0.3532
H -0.300489 -2.713582 -0.336582  0.3073
H -0.623529 -3.027926 -2.112448  0.2902

Cartesian forces (eV/Å) of the 3 atoms listed first:
C 0.74 0.88 1.69
C 1.25 -0.82 -0.55
C 1.02 -0.52 -0.80

Values from the calculation:
LUMO level ... 0.6 eV
Energy relative to the best compared isomer or geometry (same formula, charge and spin) ... 30.99 kcal/mol
Net charge ... 0
E_HOMO ... -0.339 Eh
Molar mass ... 146.190 u
Calculated total energy ... -13524.280 eV


5.
The following is a quantum chemistry calculation of a single C9H14OP2S molecule at a distorted geometry, from the OMol25 dataset.

Last column: Mulliken charge in e.
Atoms and positions in Å:
C 1.123054 0.547835 -0.877846  -0.7546
C 0.985004 1.253497 1.361578  -0.4020
C -0.269230 0.596690 -0.983605  -0.5178
C -0.381868 1.370675 1.307623  -0.6372
C 1.710409 0.889454 0.301666  0.6848
C -1.007036 1.021507 0.141616  0.4495
C 3.593905 -0.667972 0.644209  -1.2721
C 3.213441 0.716689 0.262520  -0.6437
C -3.524579 1.432017 -1.262909  -0.7455
O -3.326271 1.354891 1.481138  -0.7071
P -3.375049 -1.534892 0.088675  0.0948
P -2.783902 1.060253 0.214585  0.5275
S -5.289806 -1.026918 -0.061248  -0.2319
H 1.654957 0.350682 -1.815463  0.2692
H 1.457419 1.741754 2.219942  0.3061
H -0.718646 0.503267 -1.896747  0.4198
H -0.922771 1.781201 2.172842  0.3957
H 2.925922 -1.475340 0.389861  0.3782
H 3.731883 -0.856427 1.708531  0.3552
H 4.399239 -1.130023 0.080933  0.3630
H 3.507393 0.970478 -0.770157  0.3458
H 3.899267 1.255716 0.971842  0.3306
H -2.907133 1.271570 -2.126574  0.2333
H -4.556989 1.309902 -1.422084  0.4403
H -5.135039 0.195938 0.526249  0.1608
H -2.904943 -1.568548 -1.376877  0.0753
H -3.798471 -2.858402 0.182791  0.0818

Cartesian forces (eV/Å) of the 3 atoms listed first:
C -2.49 -0.12 -1.99
C -0.30 2.06 2.47
C 1.47 1.01 2.76

Values from the calculation:
LUMO level ... -0.3 eV
Energy relative to the best compared isomer or geometry (same formula, charge and spin) ... 25.59 kcal/mol
Net charge ... 0
E_HOMO ... -0.307 Eh
Molar mass ... 232.225 u
Calculated total energy ... -41017.902 eV